[1]
C48H55BiN3O2S5 | ωB97M-V/def2-TZVPD

Results
energy relative to the best compared isomer or geometry (same formula, charge and spin)	1.128	eV
E_tot	-119254.508	eV
total charge	-1

Atoms and positions in Å:
Bi: -0.1766 1.5123 -1.2806
S: 1.9864 2.9656 -1.4758
C: 1.9141 3.6844 -3.0974
C: 2.2024 5.0462 -3.2316
C: 2.2322 5.6638 -4.4716
C: 1.9693 4.9292 -5.6214
C: 1.6768 3.5793 -5.5107
C: 1.6340 2.9566 -4.2639
S: 1.2352 1.2382 -4.1049
C: -0.1164 1.0807 -5.2871
C: -1.0110 -0.0704 -4.8832
C: -1.5721 -0.8926 -5.8525
C: -2.4706 -1.8676 -5.4600
C: -2.7982 -1.9840 -4.1207
C: -2.1937 -1.1259 -3.2126
C: -2.5612 -1.1575 -1.7531
S: -3.0954 0.4686 -1.0979
C: -3.8778 1.2238 -2.5052
C: -5.1469 0.7369 -2.8425
C: -5.8768 1.2681 -3.8865
C: -5.3362 2.3436 -4.5882
C: -4.0929 2.8431 -4.2565
C: -3.3015 2.2975 -3.2221
S: -1.7267 3.0644 -2.9936
N: -1.3013 -0.2080 -3.5879
H: 2.3878 5.6177 -2.3305
H: 2.4507 6.7232 -4.5392
H: 1.9943 5.4014 -6.5969
H: 1.4808 2.9983 -6.4044
H: 0.2633 0.9280 -6.2956
H: -0.6943 2.0062 -5.2312
H: -1.3202 -0.7500 -6.8959
H: -2.9295 -2.5177 -6.1951
H: -3.5145 -2.7210 -3.7796
H: -1.6998 -1.4317 -1.1334
H: -3.3516 -1.8845 -1.5769
H: -5.5571 -0.0769 -2.2543
H: -6.8508 0.8673 -4.1376
H: -5.8952 2.8027 -5.3956
H: -3.6841 3.6832 -4.8055
C: 3.2937 -2.5402 4.1164
C: 3.6949 -3.1080 2.7572
C: 3.3365 -4.6011 2.7375
C: 5.2139 -2.9513 2.5881
C: 2.9922 -2.3863 1.6122
C: 2.2435 -1.2694 1.7830
C: 1.6812 -0.5619 0.6685
N: 0.9949 0.5978 0.8449
C: 0.2488 0.6492 1.9892
C: 0.3342 1.7637 2.8539
C: -0.4251 1.8402 3.9841
C: -1.3665 0.7891 4.2420
C: -1.5713 -0.2857 3.4384
C: -0.7874 -0.4008 2.2076
O: -1.0495 -1.2444 1.3399
C: -2.6591 -1.3204 3.7143
C: -3.7453 -1.1788 2.6298
C: -2.0843 -2.7436 3.6873
C: -3.3134 -1.1155 5.0815
C: -0.2334 2.9986 4.9666
C: -1.3533 3.0570 6.0100
C: -0.2205 4.3307 4.2031
C: 1.1065 2.8197 5.6962
C: 1.8912 -1.0708 -0.6798
O: 1.3322 -0.5256 -1.6627
C: 2.6730 -2.2863 -0.8410
C: 3.1849 -2.8710 0.2747
C: 2.8676 -2.8739 -2.2425
C: 3.6738 -4.1714 -2.2073
C: 3.6193 -1.8746 -3.1345
C: 1.5001 -3.2019 -2.8685
H: 3.7870 -3.1106 4.9070
H: 2.2136 -2.6028 4.2732
H: 3.5922 -1.4950 4.2234
H: 3.8207 -5.1150 3.5737
H: 3.6614 -5.0897 1.8169
H: 2.2557 -4.7387 2.8285
H: 5.7438 -3.4225 3.4220
H: 5.4879 -1.8939 2.5557
H: 5.5594 -3.4156 1.6602
H: 2.0760 -0.8448 2.7643
H: 1.0657 2.5213 2.6076
H: -1.9643 0.8707 5.1369
H: -3.3714 -1.5371 1.6693
H: -4.0408 -0.1330 2.5045
H: -4.6293 -1.7640 2.9044
H: -1.5914 -2.9566 2.7413
H: -2.8965 -3.4622 3.8359
H: -1.3606 -2.8802 4.4978
H: -3.8814 -0.1822 5.1330
H: -2.5739 -1.1167 5.8873
H: -4.0131 -1.9357 5.2623
H: -2.3359 3.1337 5.5353
H: -1.2123 3.9384 6.6413
H: -1.3522 2.1797 6.6630
H: -1.0899 4.4106 3.5485
H: 0.6724 4.4346 3.5836
H: -0.2371 5.1661 4.9106
H: 1.1161 1.8878 6.2687
H: 1.2806 3.6510 6.3879
H: 1.9340 2.7873 4.9838
H: 3.7894 -3.7606 0.1525
H: 4.6921 -4.0113 -1.8399
H: 3.7473 -4.5666 -3.2237
H: 3.1964 -4.9334 -1.5852
H: 4.6080 -1.6627 -2.7179
H: 3.0765 -0.9355 -3.2284
H: 3.7542 -2.2994 -4.1348
H: 0.9669 -3.9381 -2.2595
H: 1.6453 -3.6247 -3.8681
H: 0.8824 -2.3101 -2.9553
S: -0.8924 3.5777 0.4048
C: -2.2851 3.0170 1.1849
N: -3.2454 2.6568 1.7319

Here are the Löwdin charges for atoms 1 to 4, given in e: number 1, Bi, carries 1.242; number 2, S, carries 0.478; number 3, C, carries -0.688; number 4, C, carries -0.123



[2]
C48H56Cl8N8 | ωB97M-V/def2-TZVPD

Results
multiplicity	2
E_tot	-162781.814	eV
total charge	-1

Atoms and positions in Å:
Cl: 0.7573 -13.7484 -8.6288
C: 2.3703 -13.2250 -8.1038
C: 2.7056 -13.9495 -6.7710
Cl: 4.2750 -13.2802 -6.1568
H: 2.3739 -12.1352 -8.1260
H: 3.1355 -13.4724 -8.8395
H: 2.9078 -15.0165 -6.8652
H: 1.9636 -13.7447 -5.9993
Cl: 6.3473 -7.2941 -6.2606
C: 6.0252 -5.5507 -6.0678
C: 6.5644 -4.7835 -7.2928
Cl: 8.2403 -5.1363 -7.7300
H: 6.3698 -5.1527 -5.1134
H: 4.9398 -5.5474 -5.9675
H: 6.4913 -3.7043 -7.1578
H: 5.9888 -5.0482 -8.1798
Cl: 8.5892 -10.4977 -7.6330
C: 6.9992 -11.3687 -7.5432
C: 5.8852 -10.5971 -8.1822
Cl: 5.8271 -10.6295 -9.9796
H: 6.8387 -11.5136 -6.4749
H: 7.1737 -12.3566 -7.9695
H: 5.9239 -9.5393 -7.9220
H: 4.9160 -10.9604 -7.8406
Cl: 9.6786 -6.6271 -12.1864
C: 8.2315 -6.8036 -11.1770
C: 8.4582 -7.9383 -10.1382
Cl: 9.0155 -9.4341 -10.9441
H: 7.3950 -7.0088 -11.8451
H: 7.8987 -5.8708 -10.7217
H: 7.6299 -8.1146 -9.4520
H: 9.3238 -7.6600 -9.5370
N: 10.4542 -14.4940 -12.1724
C: 10.1849 -13.3985 -12.8301
C: 9.0951 -12.6178 -12.5440
C: 8.2314 -12.9622 -11.5082
C: 8.4381 -14.2528 -10.8926
C: 9.5361 -14.9803 -11.2503
H: 10.8399 -13.1803 -13.6606
H: 8.8389 -11.7262 -13.0971
H: 7.3797 -12.3394 -11.2776
H: 7.7838 -14.6599 -10.1360
H: 9.7052 -15.9060 -10.7202
N: 12.3594 -7.0743 -4.9708
C: 13.0174 -8.2621 -4.8152
C: 12.5556 -9.4950 -5.2949
C: 11.4088 -9.5198 -6.0730
C: 10.7384 -8.2870 -6.3570
C: 11.2717 -7.0745 -5.8577
H: 13.8017 -8.1932 -4.0760
H: 13.0841 -10.3827 -4.9803
H: 11.0062 -10.4087 -6.5358
H: 9.8161 -8.2100 -6.9137
H: 10.8077 -6.1368 -6.1257
N: 6.1651 -8.2771 -15.7534
C: 5.5005 -7.8299 -14.6712
C: 5.0999 -8.6592 -13.5654
C: 5.4839 -10.0382 -13.6585
C: 6.2298 -10.4923 -14.7462
C: 6.5418 -9.6007 -15.7290
H: 5.1907 -6.7961 -14.6307
H: 4.6880 -8.2233 -12.6672
H: 5.2940 -10.7099 -12.8344
H: 6.3333 -11.5672 -14.7293
H: 7.1422 -9.9534 -16.5546
N: 12.8015 -12.6303 -11.2220
C: 12.1357 -12.7438 -10.0384
C: 11.7273 -11.7018 -9.2628
C: 12.0053 -10.4604 -9.7477
C: 12.6807 -10.2615 -10.9827
C: 12.9925 -11.4130 -11.7169
H: 11.8674 -13.7627 -9.8012
H: 11.0743 -11.8768 -8.4205
H: 11.6924 -9.5709 -9.2211
H: 12.7751 -9.2822 -11.4281
H: 13.4976 -11.4064 -12.6715
N: 8.1089 -15.5635 -7.6282
C: 7.3515 -14.8745 -6.7627
C: 7.7844 -14.5683 -5.4514
C: 9.0566 -15.0504 -5.0777
C: 9.7650 -15.8578 -5.9043
C: 9.3079 -16.0352 -7.2417
H: 6.4097 -14.4999 -7.1355
H: 7.3333 -13.8436 -4.7899
H: 9.5091 -14.8996 -4.1088
H: 10.6999 -16.2763 -5.5620
H: 9.9252 -16.5176 -7.9852
N: 6.4963 -11.4243 -3.7996
C: 7.6287 -11.7969 -3.1423
C: 7.7027 -11.8394 -1.7393
C: 6.5847 -11.4198 -1.0023
C: 5.4169 -11.0819 -1.6588
C: 5.3900 -11.1221 -3.0517
H: 8.4704 -12.0420 -3.7732
H: 8.5571 -12.3346 -1.3022
H: 6.6230 -11.4725 0.0757
H: 4.5397 -10.7249 -1.1397
H: 4.4412 -10.8070 -3.4602
N: 1.3345 -10.4801 -10.9413
C: 2.5742 -10.9883 -10.7065
C: 3.0300 -12.2521 -11.1879
C: 2.0747 -13.0442 -11.8593
C: 0.8309 -12.4523 -12.1842
C: 0.4989 -11.1958 -11.7102
H: 3.1744 -10.3579 -10.0672
H: 4.0103 -12.6589 -10.9880
H: 2.2666 -14.0747 -12.1193
H: 0.1003 -13.0198 -12.7414
H: -0.4553 -10.7429 -11.9355
N: 2.4080 -9.1142 -7.3364
C: 1.1126 -8.7723 -7.6585
C: 0.4680 -7.6776 -7.0050
C: 1.2029 -6.9268 -6.0145
C: 2.4850 -7.3275 -5.7255
C: 2.9811 -8.4091 -6.3811
H: 0.6757 -9.3019 -8.4922
H: -0.5006 -7.3916 -7.3878
H: 0.8371 -6.0176 -5.5606
H: 3.0578 -6.7646 -5.0034
H: 3.9648 -8.7777 -6.1306

Here are the Löwdin charges for atoms 1 to 4, given in e: number 1, Cl, carries 0.575; number 2, C, carries -0.663; number 3, C, carries -0.582; number 4, Cl, carries 0.586



- What is the total charge in the second record?
  -1



- The highest E_tot belongs to which entry?
  C48H55BiN3O2S5



- Among the records above, which one has the lowest E_tot?
  C48H56Cl8N8